# 1
{"formula": "C5H11NO", "method": "the ωB97M-V functional and the def2-TZVPD basis", "species": ["N", "C", "C", "C", "C", "C", "H", "H", "H", "H", "H", "H", "H", "H", "H", "H", "H", "O"], "positions_angstrom": [[0.30367, 1.58478, -0.89262], [-0.74249, 1.35910, 0.07202], [-0.42193, 0.79628, 1.34529], [0.55656, -0.15181, 1.67144], [1.13661, -1.12656, 0.92212], [0.63867, -1.62457, -0.35093], [1.15590, 1.16392, -0.61256], [-1.32259, 2.26714, 0.24327], [-1.41113, 0.63066, -0.51546], [-0.77930, 1.35555, 2.20894], [0.87423, -0.12581, 2.69398], [1.97917, -1.60909, 1.40669], [0.54620, -2.71393, -0.34373], [1.29420, -1.37709, -1.20458], [-0.32311, -1.21005, -0.62332], [-2.01850, -0.13546, -2.52422], [-0.12271, 1.03260, -1.66934], [-1.34345, -0.11566, -1.82697]], "atomic_forces_ev_per_a": [[-1.3, -0.2, -0.7], [1.6, 1.8, 2.9], [0.0, 1.1, -0.9], [0.6, -0.6, 0.0], [-0.2, 0.3, 0.6], [0.1, -0.2, -0.9], [0.9, -0.4, 0.3], [-0.3, 0.0, -0.2], [-1.2, -1.4, -1.6], [-0.7, -0.5, 0.0], [0.3, 0.2, 0.5], [-0.1, -0.3, -0.1], [0.2, 0.0, 0.1], [0.0, -0.1, 0.3], [-0.2, 0.0, -0.1], [0.1, 0.2, 0.6], [0.9, 0.4, -0.4], [-0.9, -0.2, -0.3]], "homo_lumo_gap_ev": 6.5, "e_tot_ev": -8896.37467, "de_lowest_kj_mol": 513.6, "homo_energy_ha": -0.3005}

# 2
{"formula": "C6H10N2", "method": "the ωB97M-V functional and the def2-TZVPD basis", "species": ["C", "C", "C", "C", "C", "C", "N", "N", "H", "H", "H", "H", "H", "H", "H", "H", "H", "H"], "positions_angstrom": [[-1.76037, 1.90013, -1.25372], [-1.17745, 0.99480, -0.51966], [-0.85577, -0.15917, 0.09868], [-1.79634, -1.26720, 0.46498], [0.55642, -0.13935, 0.29415], [1.38514, -1.29269, 0.77377], [1.01191, 1.05015, -0.06068], [2.30572, 1.18865, -0.46607], [-1.78876, 2.93853, -0.95074], [-2.17340, 1.66526, -2.22713], [-1.75919, -2.07747, -0.26560], [-1.56148, -1.68178, 1.44664], [-2.81900, -0.89172, 0.51483], [2.21404, -0.94342, 1.39410], [1.81029, -1.85049, -0.06501], [0.77494, -1.98191, 1.35398], [2.66914, 2.10726, -0.25946], [2.96416, 0.44042, -0.27304]], "atomic_forces_ev_per_a": [[0.1, 0.1, 0.0], [-1.9, -1.5, -0.1], [-0.8, 1.4, -0.6], [-0.2, 0.4, 0.6], [1.8, 1.3, -0.4], [0.1, 0.1, -0.5], [0.5, -1.5, 0.8], [0.3, -0.1, 0.2], [-0.2, 0.0, 0.2], [0.2, 0.0, -0.1], [0.0, 0.1, 0.0], [0.0, -0.1, 0.0], [0.0, 0.0, -0.1], [0.0, 0.0, 0.0], [0.0, -0.1, 0.0], [0.0, 0.0, 0.0], [0.0, -0.1, 0.0], [-0.1, 0.0, 0.1]], "homo_lumo_gap_ev": 8.4, "smiles": "C=C=C(C)/C(C)=N/N", "e_tot_ev": -9360.75153, "de_lowest_kj_mol": 355.6, "homo_energy_ha": -0.2745}